71
Properties=species:S:1:pos:R:3 method="wB97M-V/def2-TZVPD" orbital_gap_ev=7.90 total_charge=+1 max_force_ha_per_bohr=0.0438
C -1.499 2.423 -3.135
C -1.069 1.309 -3.212
P -0.289 -0.252 -3.243
C 0.341 -0.553 -1.532
C 1.591 -1.465 -1.433
C 2.860 -0.771 -0.905
C 2.599 0.131 0.293
O 1.999 -0.283 1.237
O 3.045 1.423 0.302
C 2.582 2.210 -0.796
C 3.768 3.084 -1.297
P -1.926 -1.687 -3.740
O -3.061 -0.899 -4.243
P 1.277 -0.071 -4.852
O 2.736 -0.104 -4.131
Cl 1.160 -1.868 -5.854
H -1.818 3.389 -2.804
H 0.437 0.422 -1.049
H -0.471 -1.069 -1.001
H 1.388 -2.320 -0.788
H 1.844 -1.868 -2.423
H 3.530 -1.563 -0.550
H 3.431 -0.226 -1.662
H 1.754 2.870 -0.519
H 2.257 1.614 -1.659
H 3.688 4.114 -0.951
H 3.832 3.032 -2.387
H 4.683 2.631 -0.909
H -2.287 -2.461 -2.608
H -1.476 -2.564 -4.758
H 3.122 -0.994 -4.185
C -0.398 7.168 3.631
C 0.664 6.961 2.555
C 0.680 5.539 1.995
C 1.007 4.447 3.016
C 2.350 4.613 3.728
C 3.539 4.562 2.777
H -0.231 6.525 4.496
H -0.384 8.199 3.986
H -1.396 6.962 3.237
H 1.647 7.223 2.954
H 0.472 7.656 1.734
H 1.391 5.493 1.163
H -0.301 5.321 1.557
H 0.996 3.478 2.504
H 0.213 4.395 3.766
H 2.453 3.812 4.464
H 2.370 5.549 4.292
H 3.566 3.609 2.241
H 4.477 4.666 3.325
H 3.503 5.367 2.039
C -4.090 -8.254 -0.061
C -3.908 -7.220 1.046
C -4.433 -5.835 0.666
C -3.731 -5.189 -0.529
C -2.220 -5.020 -0.370
C -1.836 -4.104 0.788
H -3.541 -7.984 -0.965
H -3.720 -9.228 0.263
H -5.145 -8.366 -0.319
H -2.852 -7.164 1.326
H -4.442 -7.560 1.936
H -4.363 -5.177 1.537
H -5.501 -5.911 0.439
H -4.182 -4.205 -0.705
H -3.929 -5.773 -1.432
H -1.816 -4.599 -1.300
H -1.738 -5.992 -0.244
H -2.266 -3.107 0.656
H -0.751 -3.999 0.855
H -2.182 -4.495 1.745